No. 1
Molecular formula: C22H29F6N4
Method: DFT, ωB97M-V with the def2-TZVPD basis set

```
61
C22H29F6N4, DFT ωB97M-V with the def2-TZVPD basis set
C 4.385 3.018 2.791
N 4.451 1.888 1.906
C 5.758 1.618 1.329
C 5.843 2.328 0.008
F 7.012 2.189 -0.668
F 4.834 1.893 -0.823
F 5.613 3.671 0.191
C 3.332 1.193 1.538
C 3.333 -0.225 1.464
C 2.169 -0.896 1.135
C 0.977 -0.189 0.757
C -0.235 -0.899 0.548
C -1.545 -0.344 0.567
C -2.660 -1.117 0.098
C -3.876 -0.527 -0.155
C -4.089 0.854 0.109
N -5.293 1.488 -0.204
C -5.760 1.482 -1.568
C -6.338 1.730 0.793
C -6.146 3.045 1.496
F -7.206 3.441 2.265
F -5.039 2.990 2.315
F -5.898 4.033 0.580
C -3.027 1.598 0.683
C -1.838 0.984 1.015
C 1.078 1.239 0.641
C 2.161 1.903 1.181
H 3.586 2.862 3.526
H 5.343 3.119 3.313
H 4.171 3.942 2.229
H 6.510 2.029 2.006
H 5.879 0.543 1.170
H 4.245 -0.746 1.743
H 2.124 -1.986 1.169
H -0.162 -1.990 0.484
H -2.503 -2.185 -0.059
H -4.722 -1.102 -0.550
H -5.115 0.848 -2.187
H -6.798 1.120 -1.625
H -5.729 2.505 -1.968
H -7.289 1.773 0.255
H -6.336 0.949 1.562
H -3.170 2.667 0.848
H -1.102 1.555 1.589
H 0.285 1.823 0.169
H 2.153 2.991 1.269
C 0.560 -2.199 -3.114
N 0.421 -3.245 -2.116
N 1.491 -4.125 -1.981
C 1.208 -5.047 -0.894
C 1.823 -4.853 -3.199
H -0.367 -2.127 -3.699
H 0.707 -1.235 -2.607
H 1.396 -2.404 -3.791
H 0.190 -2.889 -1.191
H 2.095 -5.670 -0.738
H 0.990 -4.474 0.017
H 0.335 -5.690 -1.121
H 2.688 -5.475 -2.950
H 1.008 -5.512 -3.547
H 2.088 -4.163 -4.004
```

Values from the calculation:
Maximum force (eV Å⁻¹): 2.34
E (eV): -45541.13442
Highest occupied orbital energy (eV): -9.44
Gap between HOMO and LUMO (eV): 4.078
Relative energy (zero: lowest compared OMol25 entry of this formula, charge and spin) (kcal/mol): 7.67
Net charge: +1

Results of the Löwdin charge analysis, in e, for atoms 1 through 8: number 1, C, carries -0.03; number 2, N, carries -0.14; number 3, C, carries -0.03; number 4, C, carries -0.53; number 5, F, carries 0.15; number 6, F, carries 0.12; number 7, F, carries 0.12; number 8, C, carries -0.20

***

No. 2
Molecular formula: C22H29IrN7Se
Method: DFT, ωB97M-V with the def2-TZVPD basis set

```
60
C22H29IrN7Se, DFT ωB97M-V with the def2-TZVPD basis set
Ir 0.188 -0.223 -0.224
C 2.618 0.659 3.195
C 1.608 0.581 2.096
N 1.640 -0.345 1.195
C 2.662 -1.358 1.073
C 2.155 -2.491 0.156
N 1.253 -2.039 -0.949
C 1.910 -1.728 -2.231
C 2.601 -0.378 -2.205
N 1.683 0.711 -1.814
C 1.172 1.579 -2.906
C -0.341 1.472 -3.154
N -1.070 1.475 -1.917
C -1.199 2.637 -1.175
C -1.764 3.825 -1.889
C -0.734 2.671 0.163
C -0.937 3.778 1.028
C -0.453 3.740 2.311
C 0.341 2.678 2.747
C 0.626 1.653 1.858
N 0.008 1.627 0.644
H 3.594 0.919 2.777
H 2.726 -0.300 3.701
H 2.360 1.416 3.928
H 2.935 -1.789 2.039
H 3.568 -0.904 0.658
H 1.586 -3.196 0.761
H 3.015 -3.022 -0.257
H 0.627 -2.814 -1.137
H 1.133 -1.727 -2.997
H 2.646 -2.495 -2.488
H 3.029 -0.197 -3.192
H 3.425 -0.404 -1.491
H 2.169 1.312 -1.163
H 1.666 1.334 -3.847
H 1.411 2.614 -2.663
H -0.569 0.549 -3.685
H -0.652 2.306 -3.787
H -2.550 3.514 -2.574
H -1.000 4.347 -2.475
H -2.178 4.552 -1.196
H -1.494 4.638 0.692
H -0.665 4.556 2.989
H 0.733 2.669 3.753
C -1.512 0.228 -1.400
H -2.376 0.349 -0.749
H -1.724 -0.474 -2.205
Se -1.312 -0.542 3.115
N -1.207 -1.051 1.369
C -1.981 -2.126 1.235
C -2.195 -2.838 0.034
C -3.104 -3.860 0.028
C -3.815 -4.233 1.197
C -3.593 -3.611 2.391
C -2.655 -2.553 2.442
N -2.378 -1.843 3.523
H -1.637 -2.558 -0.851
H -3.291 -4.392 -0.895
H -4.554 -5.020 1.139
H -4.147 -3.878 3.280
```

Values from the calculation:
Maximum force (eV Å⁻¹): 1.97
E (eV): -101885.89885
Spin multiplicity: 2
Highest occupied orbital energy (alpha / beta) (eV): -12.56 / -13.36
Gap between HOMO and LUMO (alpha / beta) (eV): 5.936 / 6.603
Relative energy (zero: lowest compared OMol25 entry of this formula, charge and spin) (kcal/mol): 14.97
⟨S²⟩: 0.77
Net charge: +2

Results of the Löwdin charge analysis, in e, for atoms 1 through 8: number 1, Ir, carries 1.31; number 2, C, carries 0.02; number 3, C, carries -0.30; number 4, N, carries -0.11; number 5, C, carries -0.16; number 6, C, carries -0.13; number 7, N, carries -0.16; number 8, C, carries -0.17

***

No. 3
Molecular formula: C22H29N2O7PTa
Method: DFT, ωB97M-V with the def2-TZVPD basis set

```
62
C22H29N2O7PTa, DFT ωB97M-V with the def2-TZVPD basis set
Ta -0.168 0.571 -1.284
O -1.108 2.412 -5.173
C -0.420 1.882 -4.231
O -0.844 1.711 -3.073
C 0.982 1.497 -4.588
O 1.520 0.882 -3.436
C 2.293 -0.300 -3.667
C 2.125 -1.194 -2.454
O 2.835 -2.064 -2.102
O 0.999 -0.831 -1.749
H -2.022 2.653 -4.926
H 1.543 2.391 -4.877
H 0.957 0.821 -5.447
H 3.348 -0.065 -3.804
H 1.928 -0.848 -4.541
N 1.617 0.850 0.132
C 2.046 1.931 1.094
C 0.982 2.299 2.109
C 0.120 3.482 1.695
C -0.915 3.201 0.632
N -0.342 2.762 -0.716
H 1.607 -0.032 0.659
H 2.415 0.694 -0.492
H 2.347 2.795 0.499
H 2.948 1.560 1.582
H 1.485 2.544 3.044
H 0.356 1.426 2.334
H 0.760 4.313 1.381
H -0.432 3.850 2.562
H -1.501 4.098 0.437
H -1.602 2.420 0.944
H 0.489 3.324 -0.913
H -1.030 3.081 -1.398
O -1.488 -0.782 -2.293
C -2.287 -0.472 -1.363
O -2.225 0.770 -1.003
C -2.685 -1.494 -0.372
P -1.064 -1.265 0.557
C 0.021 -2.680 0.479
C 1.238 -2.568 1.168
C 2.195 -3.557 1.039
C 1.949 -4.657 0.222
C 0.749 -4.765 -0.464
C -0.216 -3.772 -0.350
C -1.489 -0.817 2.239
C -1.121 -1.636 3.310
C -1.524 -1.301 4.594
C -2.298 -0.171 4.814
C -2.698 0.625 3.743
C -2.300 0.304 2.460
H -2.804 -2.488 -0.792
H -3.509 -1.198 0.274
H 1.422 -1.738 1.845
H 3.124 -3.484 1.586
H 2.695 -5.434 0.129
H 0.556 -5.627 -1.087
H -1.141 -3.878 -0.901
H -0.548 -2.539 3.152
H -1.246 -1.938 5.423
H -2.614 0.079 5.817
H -3.340 1.479 3.913
H -2.672 0.888 1.626
```

Values from the calculation:
Maximum force (eV Å⁻¹): 0.69
E (eV): -51414.41177
Highest occupied orbital energy (eV): -17.50
Gap between HOMO and LUMO (eV): 6.420
Net charge: +3

Results of the Löwdin charge analysis, in e, for atoms 1 through 8: number 1, Ta, carries 1.99; number 2, O, carries 0.27; number 3, C, carries -0.39; number 4, O, carries -0.06; number 5, C, carries -0.04; number 6, O, carries -0.18; number 7, C, carries -0.03; number 8, C, carries -0.46

***

No. 4
Molecular formula: C22H29N3O3
Method: DFT, ωB97M-V with the def2-TZVPD basis set

```
57
C22H29N3O3, DFT ωB97M-V with the def2-TZVPD basis set
C -2.089 -3.669 1.410
H -2.491 -2.661 1.499
H -2.910 -4.377 1.487
H -1.406 -3.837 2.238
C -1.358 -3.841 0.076
C -0.244 -2.863 -0.056
C 1.120 -2.993 0.141
C 1.640 -1.699 -0.098
N 0.659 -0.865 -0.429
N -0.461 -1.573 -0.399
H -1.335 -1.104 -0.606
C 3.064 -1.304 -0.136
O 3.915 -2.093 -0.523
N 3.393 -0.050 0.263
C 2.512 0.963 0.779
H 1.561 0.522 1.068
H 2.983 1.406 1.665
C 2.303 2.079 -0.269
C 1.433 3.168 0.339
O 1.924 4.083 0.965
C -0.040 3.069 0.169
C -0.673 1.894 -0.212
C -2.063 1.828 -0.291
C -2.819 2.967 -0.036
C -2.182 4.146 0.323
C -0.810 4.202 0.444
H -0.311 5.110 0.745
H -2.778 5.025 0.520
H -3.895 2.959 -0.109
O -2.560 0.602 -0.637
C -3.965 0.378 -0.696
C -4.163 -0.899 -1.509
H -3.664 -0.811 -2.471
H -3.751 -1.753 -0.976
H -5.222 -1.071 -1.675
C -4.559 0.233 0.705
H -5.632 0.082 0.638
H -4.365 1.120 1.304
H -4.114 -0.622 1.209
H -4.445 1.212 -1.226
H -0.111 1.000 -0.429
H 1.822 1.644 -1.146
C 3.676 2.647 -0.647
C 4.619 1.537 -1.100
C 4.719 0.454 -0.026
H 5.328 -0.385 -0.367
H 5.153 0.867 0.891
H 5.610 1.945 -1.302
H 4.241 1.085 -2.019
H 3.558 3.387 -1.442
H 4.093 3.159 0.223
C 1.880 -4.207 0.540
H 1.816 -4.365 1.618
H 2.924 -4.083 0.267
H 1.482 -5.090 0.042
H -2.062 -3.705 -0.749
H -0.953 -4.852 0.013
```

Values from the calculation:
Maximum force (eV Å⁻¹): 1.05
E (eV): -33898.43620
Highest occupied orbital energy (eV): -8.83
Gap between HOMO and LUMO (eV): 9.224
Relative energy (zero: lowest compared OMol25 entry of this formula, charge and spin) (kcal/mol): 18.13
SMILES: CCc1[nH]nc(C(=O)N2CCC[C@H](C(=O)c3cccc(OC(C)C)c3)C2)c1C

Results of the Löwdin charge analysis, in e, for atoms 1 through 8: number 1, C, carries -0.08; number 2, H, carries 0.06; number 3, H, carries 0.07; number 4, H, carries 0.08; number 5, C, carries -0.17; number 6, C, carries -0.21; number 7, C, carries -0.15; number 8, C, carries -0.14